# 1
{"formula": "C3H10NO2", "method": "ωB97M-V/def2-TZVPD", "species": ["C", "C", "C", "O", "N", "H", "H", "H", "H", "H", "H", "H", "H", "H", "H", "O"], "positions_angstrom": [[-0.665, 0.287, -0.865], [-1.381, 0.816, 0.406], [-0.440, 1.186, 1.523], [0.486, 1.939, 1.335], [0.835, 0.330, -0.794], [-0.937, 0.967, -1.657], [-0.909, -0.722, -1.161], [-2.173, 0.133, 0.723], [-1.996, 1.648, 0.101], [-0.575, 0.688, 2.495], [1.216, 1.072, -0.184], [1.278, 0.358, -1.707], [1.151, -0.546, -0.358], [0.755, -3.119, 0.333], [2.078, -2.704, -0.292], [1.277, -2.332, 0.103]], "lumo_ev": -3.4698, "charge": 1, "multiplicity": 1, "de_lowest_kj_mol": 84.69, "orbital_gap_ev": 11.030}

=====

# 2
{"formula": "C3H10NO2", "method": "ωB97M-V/def2-TZVPD", "species": ["C", "C", "C", "N", "H", "H", "H", "H", "H", "H", "H", "H", "O", "H", "H", "O"], "positions_angstrom": [[1.177, -1.305, 1.761], [0.038, -1.006, 2.278], [0.991, 0.462, 0.019], [1.505, -0.672, 0.452], [1.902, -2.006, 2.332], [-0.658, -0.410, 1.659], [-0.396, -1.684, 3.004], [1.410, 1.164, -0.552], [0.117, 0.897, 0.400], [2.377, -1.062, -0.121], [-2.898, 1.548, -1.043], [-1.773, 2.442, -1.875], [-2.348, 1.637, -1.834], [-0.974, 0.570, -1.896], [-0.351, -0.713, -2.485], [-0.120, 0.140, -2.099]], "lumo_ev": -5.0540, "charge": 1, "multiplicity": 1, "de_lowest_kj_mol": 325.97, "orbital_gap_ev": 9.623}

=====

# 3
{"formula": "C3H10NO2", "method": "ωB97M-V/def2-TZVPD", "species": ["O", "C", "C", "N", "C", "H", "H", "H", "H", "H", "H", "H", "H", "H", "H", "O"], "positions_angstrom": [[0.200, 0.892, -2.254], [-0.010, 1.534, -1.270], [-0.816, 0.889, -0.151], [-0.307, -0.543, 0.183], [-1.158, -1.038, 1.339], [0.312, 2.591, -1.098], [-1.876, 0.715, -0.313], [-0.643, 1.409, 0.790], [0.709, -0.629, 0.390], [-0.436, -1.178, -0.610], [-1.529, -0.223, 1.947], [-2.012, -1.601, 0.971], [-0.528, -1.729, 1.897], [3.089, -0.126, 0.058], [2.630, -0.449, -1.402], [2.375, -0.517, -0.476]], "lumo_ev": [-11.4096, -14.8625], "charge": 2, "multiplicity": 2, "de_lowest_kj_mol": 144.32, "s_squared": 0.758, "orbital_gap_ev": [9.126, 5.669]}

=====

# 4
{"formula": "C3H10NO2S", "method": "ωB97M-V/def2-TZVPD", "species": ["C", "C", "S", "N", "C", "O", "H", "H", "H", "H", "H", "H", "H", "H", "H", "H", "O"], "positions_angstrom": [[-1.168, -0.804, -0.003], [-0.841, 0.657, 0.496], [-2.290, 1.392, 1.430], [0.023, -1.725, -0.298], [1.143, -0.946, -0.886], [2.106, -0.420, -0.096], [-1.688, -0.730, -1.004], [-1.843, -1.330, 0.640], [0.002, 0.630, 1.358], [-0.656, 1.399, -0.351], [-3.159, 0.776, 0.790], [0.452, -2.214, 0.624], [0.736, -0.151, -1.520], [1.583, -1.681, -1.650], [1.633, 0.837, -0.149], [2.424, 2.326, 0.358], [1.543, 1.982, 0.261]], "lumo_ev": 3.2191, "charge": -1, "multiplicity": 1, "de_lowest_kj_mol": 168.43, "orbital_gap_ev": 7.070}

=====

# 5
{"formula": "C3H10NO2S2", "method": "ωB97M-V/def2-TZVPD", "species": ["N", "C", "C", "O", "C", "S", "S", "H", "H", "H", "H", "H", "H", "H", "H", "H", "H", "O"], "positions_angstrom": [[0.748, -1.060, 1.531], [0.077, -0.594, 0.275], [-1.357, -1.142, 0.298], [-2.237, -0.426, 1.148], [0.883, -0.956, -0.979], [2.171, 0.291, -1.363], [1.327, 1.368, -2.776], [1.436, -1.762, 1.292], [1.285, -0.254, 1.847], [-0.141, 0.481, 0.401], [-1.746, -1.112, -0.747], [-1.513, -2.207, 0.548], [0.146, -1.132, -1.764], [1.452, -1.862, -0.732], [0.502, 3.595, -0.094], [-0.766, 2.790, -0.351], [-1.847, 0.444, 1.307], [-0.421, 3.539, 0.157]], "lumo_ev": 3.5407, "charge": -1, "multiplicity": 1, "de_lowest_kj_mol": 66.94, "orbital_gap_ev": 5.991}

=====

# 6
{"formula": "C3H10NO3", "method": "ωB97M-V/def2-TZVPD", "species": ["C", "C", "O", "N", "C", "O", "H", "H", "H", "H", "H", "H", "H", "H", "H", "H", "O"], "positions_angstrom": [[-0.825, 0.074, 0.124], [0.467, -0.601, 0.777], [1.284, -0.081, 1.664], [-1.437, -0.965, -0.723], [1.435, 2.342, -0.876], [0.216, 2.228, -1.547], [-1.434, 0.492, 0.917], [-0.480, 0.991, -0.561], [1.038, -0.934, -0.106], [-0.100, -1.471, 1.176], [1.515, 1.644, -0.033], [-1.370, -1.877, -0.190], [1.452, 3.312, -0.462], [2.230, 2.131, -1.533], [-1.419, -3.307, 1.914], [-0.922, -1.014, -1.591], [-1.650, -2.964, 1.050]], "lumo_ev": 0.2558, "charge": -1, "multiplicity": 1, "de_lowest_kj_mol": 646.42, "orbital_gap_ev": 4.438}

=====

# 7
{"formula": "C3H10NO3", "method": "ωB97M-V/def2-TZVPD", "species": ["C", "O", "C", "C", "O", "N", "H", "H", "H", "H", "H", "H", "H", "H", "H", "H", "O"], "positions_angstrom": [[-0.613, 1.088, -0.540], [-0.363, 2.181, 0.211], [0.307, -0.120, -0.087], [0.122, -1.478, -0.813], [1.180, -2.412, -0.683], [1.710, 0.265, 0.067], [-0.525, 1.188, -1.637], [-1.630, 0.650, -0.326], [-0.043, -0.280, 0.949], [-0.816, -1.900, -0.435], [0.054, -1.320, -1.891], [1.745, -2.364, 0.087], [2.340, -0.476, -0.228], [1.956, 1.045, -0.537], [-2.057, 0.569, 2.157], [-1.334, 1.840, 1.525], [-2.033, 1.525, 2.181]], "lumo_ev": 3.5289, "charge": -1, "multiplicity": 1, "de_lowest_kj_mol": 51.97, "orbital_gap_ev": 6.715}

=====

# 8
{"formula": "C3H10NO3", "method": "ωB97M-V/def2-TZVPD", "species": ["O", "C", "O", "C", "C", "N", "H", "H", "H", "H", "H", "H", "H", "H", "H", "H", "O"], "positions_angstrom": [[1.016, 1.536, -1.564], [0.040, 0.973, -1.155], [-0.757, 0.229, -1.904], [-0.420, 0.886, 0.283], [-0.364, -0.533, 0.807], [0.431, 1.846, 1.082], [-0.562, 0.197, -2.842], [-1.428, 1.295, 0.317], [-1.136, -1.091, 0.288], [0.561, -1.100, 0.693], [-0.611, -0.572, 1.872], [1.396, 1.768, 0.736], [0.505, 1.639, 2.080], [0.137, 2.805, 0.889], [0.854, -3.152, -1.145], [-0.291, -3.235, -0.139], [0.627, -3.490, -0.297]], "lumo_ev": -3.7906, "charge": 1, "multiplicity": 1, "de_lowest_kj_mol": 108.17, "orbital_gap_ev": 10.840}

=====

# 9
{"formula": "C3H10NO3", "method": "ωB97M-V/def2-TZVPD", "species": ["O", "C", "C", "N", "C", "O", "H", "H", "H", "H", "H", "H", "H", "H", "H", "H", "O"], "positions_angstrom": [[0.494, -2.866, -1.052], [0.927, -1.682, -0.692], [0.162, -1.035, 0.450], [0.284, 0.484, 0.285], [0.460, 1.247, 1.538], [1.865, -1.212, -1.341], [0.877, -3.173, -1.905], [0.751, -1.319, 1.346], [-0.872, -1.385, 0.436], [1.077, 0.675, -0.339], [-0.507, 0.863, -0.288], [0.395, 2.330, 1.329], [1.302, 0.879, 2.115], [-0.474, 1.227, 2.113], [-2.151, 1.559, -2.124], [-2.681, 1.821, -0.683], [-1.908, 1.587, -1.187]], "lumo_ev": [-9.9006, -14.9259], "charge": 2, "multiplicity": 2, "de_lowest_kj_mol": 113.54, "s_squared": 0.756, "orbital_gap_ev": [9.922, 4.896]}

=====

# 10
{"formula": "C3H10NO4", "method": "ωB97M-V/def2-TZVPD", "species": ["O", "C", "N", "C", "O", "C", "H", "H", "H", "H", "H", "H", "H", "H", "O", "H", "H", "O"], "positions_angstrom": [[-0.320, 0.746, -2.045], [0.542, 0.512, -1.301], [0.398, 0.829, 0.033], [-0.906, 1.207, 0.521], [-1.143, 0.881, 1.782], [1.864, 0.021, -1.950], [1.127, 0.638, 0.715], [-1.683, 0.841, -0.041], [-1.120, 2.407, 0.396], [1.477, -0.609, -2.749], [2.333, 0.949, -2.284], [2.359, -0.503, -1.092], [1.756, -1.070, 0.982], [0.985, -2.428, 0.601], [1.862, -1.992, 0.694], [-2.085, -0.439, 1.687], [-1.597, -1.638, 1.067], [-2.316, -1.433, 1.677]], "lumo_ev": 3.5474, "charge": -1, "multiplicity": 1, "de_lowest_kj_mol": 287.95, "orbital_gap_ev": 6.926}